{
  "formula": "C13H19P2Yb",
  "method": "ωB97M-V with the def2-TZVPD basis set",
  "homo_lumo_gap_ev": [4.6807, 5.8207],
  "de_lowest_kcal_mol": 49.5,
  "max_force_ev_per_a": 3.351,
  "s_squared": 0.7531,
  "spin_multiplicity": 2,
  "elements": ["C", "C", "C", "C", "C", "Yb", "P", "H", "H", "H", "H", "H", "H", "H", "H", "C", "P", "C", "C", "C", "C", "C", "C", "C", "H", "H", "H", "H", "H", "H", "H", "H", "H", "H", "H"],
  "xyz": [[0.285, 1.311, -1.825], [-0.860, 0.996, -2.646], [-2.007, 1.560, -2.000], [-1.579, 2.361, -0.898], [-0.154, 2.176, -0.727], [0.533, -0.573, 0.933], [3.349, -1.088, 0.882], [1.344, 1.128, -2.058], [-0.867, 0.393, -3.585], [-3.015, 1.477, -2.349], [0.530, 2.761, -0.077], [-2.227, 2.985, -0.278], [4.093, -0.065, 1.571], [4.240, -1.403, -0.232], [3.631, -2.217, 1.752], [-2.584, -0.235, 2.168], [-1.769, -1.876, 1.632], [-0.289, -1.733, 2.750], [-2.829, -3.155, 2.427], [-2.962, -3.193, 3.824], [-3.439, -4.332, 4.463], [-3.800, -5.431, 3.694], [-3.695, -5.438, 2.301], [-3.180, -4.305, 1.674], [-1.870, 0.631, 2.022], [-2.886, -0.306, 3.241], [-3.475, -0.075, 1.517], [-0.603, -2.053, 3.736], [0.455, -2.428, 2.278], [0.191, -0.705, 2.979], [-2.675, -2.348, 4.384], [-3.549, -4.348, 5.555], [-4.141, -6.324, 4.187], [-3.978, -6.338, 1.708], [-3.079, -4.271, 0.607]],
  "forces_ev_per_angstrom": [[-0.60, 0.31, 0.34], [0.18, -0.26, 1.13], [1.66, 0.69, 0.10], [0.75, -1.09, 0.00], [-0.38, -0.60, -0.72], [0.16, 1.87, -2.78], [0.92, -0.38, 0.11], [-0.51, 0.08, -0.06], [0.06, 0.55, 1.04], [-0.37, 0.02, -0.15], [-0.62, -0.42, -0.49], [0.26, -0.26, -0.18], [-0.22, -0.61, -0.34], [-0.32, 0.13, 0.77], [0.09, 0.82, -0.65], [0.06, -0.28, -0.19], [-1.63, 1.33, 0.17], [-0.51, -0.86, 0.85], [0.76, -1.05, 0.01], [-0.39, -0.88, -0.94], [-0.20, 0.33, -0.05], [0.03, -0.34, -0.20], [0.05, -0.02, -0.09], [-0.19, 0.66, 0.69], [-0.79, -0.85, 0.12], [0.23, 0.24, -0.80], [0.67, -0.01, 0.56], [0.45, -0.38, 0.12], [0.05, 0.14, 0.93], [-0.27, -0.32, 0.17], [0.28, 0.85, 0.72], [0.10, -0.05, -0.55], [-0.16, -0.19, 0.14], [0.25, 0.88, 0.59], [0.15, -0.07, -0.38]]
}

=====

{
  "formula": "C11H12NO",
  "method": "ωB97M-V with the def2-TZVPD basis set",
  "homo_lumo_gap_ev": 8.0421,
  "de_lowest_kcal_mol": 72.1,
  "max_force_ev_per_a": 5.148,
  "charge": 1,
  "smiles": "C[C@H]1OC=CC=[N+]1c1ccccc1",
  "elements": ["C", "C", "O", "C", "C", "C", "N", "C", "C", "C", "C", "C", "C", "H", "H", "H", "H", "H", "H", "H", "H", "H", "H", "H", "H"],
  "xyz": [[-1.632, -0.896, 1.456], [-1.417, -0.977, -0.098], [-2.664, -0.896, -0.728], [-3.300, 0.230, -0.684], [-2.663, 1.418, -0.617], [-1.211, 1.398, -0.476], [-0.537, 0.288, -0.420], [0.876, 0.167, -0.460], [1.613, 1.044, 0.313], [2.948, 0.910, 0.420], [3.584, -0.081, -0.338], [2.939, -0.831, -1.281], [1.521, -0.791, -1.279], [-1.845, 0.093, 1.699], [-0.809, -1.480, 1.847], [-2.510, -1.508, 1.561], [-0.773, -1.898, -0.515], [-4.319, 0.233, -0.877], [-3.073, 2.326, -0.637], [-0.856, 2.415, -0.595], [0.988, 1.813, 0.987], [3.410, 1.635, 1.029], [4.677, -0.372, -0.331], [3.383, -1.556, -1.909], [0.897, -1.468, -2.032]],
  "forces_ev_per_angstrom": [[0.38, -3.10, -3.07], [2.60, 0.11, 0.49], [0.48, -1.85, -0.46], [0.96, 2.47, -0.57], [3.29, -3.68, 1.47], [-1.87, 0.11, -1.21], [-1.76, -0.47, -0.27], [0.78, -0.97, -0.94], [-3.18, 1.63, 1.87], [0.88, -0.59, -0.78], [2.74, -0.27, -0.36], [-3.37, -0.14, 0.88], [-1.33, -0.30, -1.41], [0.14, 1.50, 1.05], [0.26, 0.75, 0.88], [-0.48, -0.24, 0.61], [-1.97, 2.07, 1.05], [-1.85, -0.70, -0.35], [-2.01, 3.14, -0.10], [1.34, -0.39, 0.06], [1.75, -1.68, -1.60], [1.13, 0.26, 0.72], [-1.13, 1.22, 0.63], [0.78, -0.42, -0.40], [1.43, 1.56, 1.80]]
}

=====

{
  "formula": "C27H32AuNO3Se2",
  "method": "ωB97M-V with the def2-TZVPD basis set",
  "homo_lumo_gap_ev": 6.7451,
  "de_lowest_kcal_mol": 5.3,
  "max_force_ev_per_a": 0.527,
  "elements": ["Au", "O", "C", "C", "C", "C", "C", "C", "C", "C", "N", "H", "H", "H", "H", "H", "H", "H", "H", "H", "H", "H", "O", "C", "C", "C", "O", "C", "Se", "C", "Se", "H", "H", "H", "H", "H", "H", "H", "H", "H", "H", "C", "C", "C", "C", "C", "C", "C", "C", "C", "C", "C", "C", "C", "C", "H", "H", "H", "H", "H", "H", "H", "H", "H", "H", "H"],
  "xyz": [[-0.218, -0.097, -0.323], [-0.272, -0.018, 2.269], [0.605, -0.883, 2.996], [1.921, -0.211, 3.349], [2.599, 0.373, 2.110], [2.991, -0.683, 1.121], [4.053, -1.550, 1.359], [4.375, -2.505, 0.412], [3.644, -2.553, -0.767], [2.618, -1.646, -0.936], [2.282, -0.740, -0.010], [-0.335, 0.825, 2.732], [0.775, -1.733, 2.335], [0.112, -1.262, 3.895], [2.558, -0.961, 3.828], [1.763, 0.592, 4.077], [3.481, 0.943, 2.409], [1.917, 1.056, 1.605], [4.623, -1.460, 2.276], [5.190, -3.196, 0.584], [3.862, -3.277, -1.539], [2.030, -1.633, -1.847], [-3.346, -3.635, -4.388], [-3.255, -3.786, -2.967], [-2.169, -2.862, -2.406], [-0.841, -3.194, -3.111], [-0.756, -2.705, -4.442], [-2.128, -3.119, -0.898], [-0.514, -2.561, 0.039], [-2.589, -1.412, -2.635], [-1.215, -0.040, -2.526], [-4.031, -4.219, -4.725], [-3.002, -4.819, -2.711], [-4.218, -3.542, -2.503], [-0.695, -4.282, -3.092], [-0.023, -2.745, -2.558], [-1.546, -3.009, -4.905], [-2.219, -4.185, -0.680], [-2.965, -2.612, -0.422], [-3.368, -1.133, -1.927], [-2.983, -1.283, -3.645], [2.016, 6.387, 1.616], [2.398, 5.732, 0.452], [1.817, 4.524, 0.098], [0.827, 3.948, 0.898], [0.470, 4.608, 2.075], [1.051, 5.816, 2.432], [0.177, 2.646, 0.606], [0.176, 1.928, -0.520], [0.527, 2.461, -1.861], [1.482, 1.856, -2.674], [1.776, 2.370, -3.929], [1.095, 3.482, -4.406], [0.126, 4.081, -3.611], [-0.157, 3.572, -2.353], [2.478, 7.327, 1.891], [3.159, 6.162, -0.187], [2.145, 4.020, -0.801], [-0.285, 4.167, 2.718], [0.749, 6.310, 3.347], [-0.335, 2.229, 1.470], [2.024, 0.996, -2.296], [2.526, 1.888, -4.543], [1.311, 3.873, -5.392], [-0.411, 4.949, -3.972], [-0.907, 4.041, -1.727]],
  "forces_ev_per_angstrom": [[-0.41, -0.27, -0.09], [0.07, -0.15, 0.03], [0.08, -0.07, 0.05], [-0.11, 0.01, -0.09], [0.11, 0.02, 0.09], [0.07, 0.08, -0.19], [0.03, -0.02, 0.01], [-0.01, 0.01, 0.00], [0.08, 0.01, 0.00], [-0.08, 0.09, 0.04], [0.10, -0.15, 0.04], [0.01, -0.04, 0.00], [-0.02, -0.02, 0.06], [-0.08, 0.05, -0.01], [0.03, 0.07, 0.02], [-0.06, -0.04, 0.04], [0.02, -0.01, -0.01], [0.09, 0.08, 0.04], [-0.03, -0.02, 0.00], [-0.01, 0.01, 0.00], [0.01, 0.02, -0.01], [-0.06, -0.04, 0.03], [-0.04, 0.00, 0.07], [-0.21, 0.12, 0.10], [0.02, 0.01, -0.34], [-0.03, -0.03, -0.10], [-0.08, -0.02, 0.12], [0.12, -0.09, 0.13], [0.10, 0.16, 0.11], [0.10, 0.01, 0.19], [0.09, 0.27, -0.03], [0.03, 0.02, 0.02], [0.03, -0.04, -0.03], [-0.02, -0.01, 0.00], [0.01, -0.03, 0.06], [0.04, 0.04, -0.04], [0.01, -0.06, -0.02], [0.06, -0.01, -0.01], [-0.12, -0.10, -0.04], [-0.15, -0.08, -0.09], [0.12, 0.12, -0.02], [0.01, -0.03, -0.02], [-0.02, -0.03, 0.02], [0.05, -0.02, 0.01], [-0.21, -0.03, -0.08], [-0.03, 0.07, 0.02], [-0.02, -0.05, 0.00], [0.05, 0.19, 0.05], [0.03, 0.00, -0.53], [0.02, -0.05, 0.36], [0.24, -0.02, 0.04], [-0.03, -0.05, 0.01], [-0.01, -0.02, 0.04], [0.00, -0.02, 0.05], [-0.04, 0.12, -0.05], [-0.01, 0.00, -0.01], [0.01, -0.01, 0.01], [-0.02, 0.03, 0.02], [0.00, 0.01, -0.01], [0.00, -0.01, -0.01], [0.14, 0.04, -0.02], [-0.06, -0.02, -0.05], [0.00, 0.01, 0.01], [0.01, 0.00, 0.02], [-0.01, -0.02, 0.00], [-0.02, -0.01, -0.03]]
}

=====

{
  "formula": "C4H10N2O2",
  "method": "ωB97M-V with the def2-TZVPD basis set",
  "homo_lumo_gap_ev": 10.3896,
  "de_lowest_kcal_mol": 17.6,
  "max_force_ev_per_a": 1.388,
  "smiles": "C[C@H](N)CNC(=O)O",
  "elements": ["C", "C", "N", "C", "N", "C", "O", "O", "H", "H", "H", "H", "H", "H", "H", "H", "H", "H"],
  "xyz": [[-2.002, 0.582, -1.175], [-1.029, -0.573, -1.388], [-1.789, -1.813, -1.492], [-0.116, -0.667, -0.165], [0.549, 0.591, 0.113], [1.415, 0.755, 1.151], [2.057, 1.751, 1.353], [1.382, -0.335, 1.948], [-2.824, 0.457, -1.893], [-1.598, 1.562, -1.454], [-2.414, 0.648, -0.173], [-0.418, -0.365, -2.279], [-1.170, -2.617, -1.484], [-2.290, -1.847, -2.368], [0.611, -1.480, -0.150], [-0.779, -0.956, 0.666], [0.405, 1.350, -0.524], [2.006, -0.227, 2.643]],
  "forces_ev_per_angstrom": [[-0.41, 0.36, -1.16], [0.44, 0.29, 0.49], [0.26, -0.18, 0.13], [-0.62, -0.46, 0.81], [0.07, -0.56, 0.04], [-1.01, 0.22, -0.67], [0.52, 0.22, 0.33], [-0.63, -0.46, -0.82], [-0.07, -0.05, 0.27], [0.25, -0.14, 0.24], [0.02, -0.22, 0.13], [-0.04, -0.02, 0.00], [-0.02, 0.06, 0.00], [-0.13, 0.04, -0.10], [0.13, -0.04, -0.69], [0.02, 0.34, -0.06], [0.28, 0.24, 0.10], [0.94, 0.36, 0.96]]
}

=====

{
  "formula": "C23H23IN2O2RhTe",
  "method": "ωB97M-V with the def2-TZVPD basis set",
  "homo_lumo_gap_ev": 6.3914,
  "de_lowest_kcal_mol": 0.0,
  "max_force_ev_per_a": 0.798,
  "charge": 1,
  "elements": ["Rh", "C", "C", "N", "C", "C", "C", "O", "C", "C", "N", "C", "C", "C", "C", "C", "C", "I", "C", "O", "H", "H", "H", "H", "H", "H", "H", "H", "H", "H", "H", "H", "C", "C", "C", "C", "C", "C", "Te", "C", "C", "C", "H", "H", "H", "H", "H", "H", "H", "H", "H", "H", "H"],
  "xyz": [[0.877, -1.008, -0.394], [0.628, -2.924, -4.592], [-0.395, -1.881, -4.266], [-1.160, -1.413, -5.219], [-2.090, -0.472, -4.939], [-2.309, 0.019, -3.686], [-3.384, 1.039, -3.442], [-2.820, 2.160, -2.752], [-1.482, -0.455, -2.634], [-1.730, -0.015, -1.296], [-0.938, -0.139, -0.287], [-1.393, 0.314, 0.985], [-2.045, 1.533, 1.130], [-2.505, 1.925, 2.377], [-2.310, 1.110, 3.484], [-1.657, -0.107, 3.350], [-1.203, -0.492, 2.101], [-0.268, -2.339, 1.842], [-0.502, -1.410, -2.919], [0.310, -1.939, -2.032], [0.608, -3.121, -5.660], [0.427, -3.848, -4.046], [1.626, -2.594, -4.297], [-2.675, -0.117, -5.779], [-4.194, 0.606, -2.843], [-3.810, 1.337, -4.400], [-3.348, 2.941, -2.944], [-2.694, 0.445, -1.100], [-2.170, 2.172, 0.264], [-3.010, 2.875, 2.484], [-2.670, 1.418, 4.457], [-1.515, -0.750, 4.208], [2.716, -0.597, 4.830], [2.519, -0.190, 3.399], [2.969, -0.984, 2.362], [2.786, -0.602, 1.036], [3.286, -1.512, -0.071], [2.154, 0.639, 0.732], [1.956, 1.140, -1.294], [1.710, 1.466, 1.802], [1.164, 2.840, 1.558], [1.879, 1.020, 3.094], [3.173, -1.582, 4.910], [1.763, -0.611, 5.361], [3.359, 0.121, 5.342], [3.462, -1.924, 2.581], [3.744, -2.402, 0.352], [3.981, -1.000, -0.736], [2.530, -1.942, -0.807], [0.577, 2.888, 0.642], [1.989, 3.549, 1.447], [0.549, 3.166, 2.394], [1.534, 1.647, 3.910]],
  "forces_ev_per_angstrom": [[-0.26, 0.75, 0.08], [0.00, 0.00, 0.00], [0.02, -0.03, -0.06], [-0.05, 0.06, 0.08], [0.06, -0.11, -0.13], [-0.03, 0.04, 0.11], [0.04, 0.04, 0.02], [0.00, -0.03, -0.02], [-0.02, 0.04, 0.03], [-0.11, -0.03, -0.16], [0.45, -0.17, -0.06], [0.05, -0.08, 0.16], [0.09, 0.02, -0.07], [0.01, 0.00, 0.07], [-0.02, 0.04, -0.02], [0.00, -0.03, -0.04], [0.00, 0.03, 0.03], [-0.14, -0.34, -0.02], [0.21, -0.03, 0.20], [-0.20, -0.14, -0.11], [0.00, -0.01, 0.01], [-0.01, 0.01, 0.00], [-0.02, 0.01, -0.01], [0.02, -0.01, -0.02], [-0.02, -0.01, 0.00], [0.01, 0.01, -0.01], [-0.01, 0.00, 0.01], [0.05, 0.00, 0.01], [0.00, 0.00, 0.01], [0.00, -0.01, 0.00], [0.00, 0.00, -0.01], [0.00, 0.01, -0.01], [-0.02, 0.05, -0.01], [0.06, -0.15, -0.07], [-0.04, -0.01, 0.33], [-0.09, 0.02, -0.56], [-0.07, 0.09, 0.13], [0.26, -0.03, 0.09], [-0.11, -0.07, -0.13], [-0.01, -0.02, 0.07], [-0.02, 0.01, -0.02], [0.00, 0.04, -0.07], [0.00, 0.00, -0.01], [0.00, -0.01, 0.00], [0.00, 0.00, 0.01], [-0.01, 0.01, -0.02], [0.00, -0.05, 0.02], [-0.01, 0.02, 0.00], [-0.04, 0.09, 0.15], [-0.03, -0.02, -0.01], [-0.02, 0.00, -0.01], [0.00, 0.02, 0.03], [0.02, 0.00, 0.00]]
}

=====

{
  "formula": "ClF2HSi",
  "method": "ωB97M-V with the def2-TZVPD basis set",
  "homo_lumo_gap_ev": [9.5821, 8.7107],
  "de_lowest_kcal_mol": 93.8,
  "max_force_ev_per_a": 2.798,
  "elements": ["F", "F", "Si", "Cl", "H"],
  "xyz": [[2.821, 1.696, 0.930], [2.910, 1.109, -1.472], [2.573, 0.415, -0.048], [3.704, -1.196, 0.118], [0.121, -0.139, 1.824]],
  "forces_ev_per_angstrom": [[0.09, -1.27, -0.30], [-0.28, -0.63, 0.53], [-0.89, 2.64, -0.28], [0.81, -0.79, 0.32], [0.26, 0.05, -0.27]]
}

=====

What did the first record say?
{
  "formula": "C13H19P2Yb",
  "method": "ωB97M-V with the def2-TZVPD basis set",
  "homo_lumo_gap_ev": [4.6807, 5.8207],
  "de_lowest_kcal_mol": 49.5,
  "max_force_ev_per_a": 3.351,
  "s_squared": 0.7531,
  "spin_multiplicity": 2,
  "elements": ["C", "C", "C", "C", "C", "Yb", "P", "H", "H", "H", "H", "H", "H", "H", "H", "C", "P", "C", "C", "C", "C", "C", "C", "C", "H", "H", "H", "H", "H", "H", "H", "H", "H", "H", "H"],
  "xyz": [[0.285, 1.311, -1.825], [-0.860, 0.996, -2.646], [-2.007, 1.560, -2.000], [-1.579, 2.361, -0.898], [-0.154, 2.176, -0.727], [0.533, -0.573, 0.933], [3.349, -1.088, 0.882], [1.344, 1.128, -2.058], [-0.867, 0.393, -3.585], [-3.015, 1.477, -2.349], [0.530, 2.761, -0.077], [-2.227, 2.985, -0.278], [4.093, -0.065, 1.571], [4.240, -1.403, -0.232], [3.631, -2.217, 1.752], [-2.584, -0.235, 2.168], [-1.769, -1.876, 1.632], [-0.289, -1.733, 2.750], [-2.829, -3.155, 2.427], [-2.962, -3.193, 3.824], [-3.439, -4.332, 4.463], [-3.800, -5.431, 3.694], [-3.695, -5.438, 2.301], [-3.180, -4.305, 1.674], [-1.870, 0.631, 2.022], [-2.886, -0.306, 3.241], [-3.475, -0.075, 1.517], [-0.603, -2.053, 3.736], [0.455, -2.428, 2.278], [0.191, -0.705, 2.979], [-2.675, -2.348, 4.384], [-3.549, -4.348, 5.555], [-4.141, -6.324, 4.187], [-3.978, -6.338, 1.708], [-3.079, -4.271, 0.607]],
  "forces_ev_per_angstrom": [[-0.60, 0.31, 0.34], [0.18, -0.26, 1.13], [1.66, 0.69, 0.10], [0.75, -1.09, 0.00], [-0.38, -0.60, -0.72], [0.16, 1.87, -2.78], [0.92, -0.38, 0.11], [-0.51, 0.08, -0.06], [0.06, 0.55, 1.04], [-0.37, 0.02, -0.15], [-0.62, -0.42, -0.49], [0.26, -0.26, -0.18], [-0.22, -0.61, -0.34], [-0.32, 0.13, 0.77], [0.09, 0.82, -0.65], [0.06, -0.28, -0.19], [-1.63, 1.33, 0.17], [-0.51, -0.86, 0.85], [0.76, -1.05, 0.01], [-0.39, -0.88, -0.94], [-0.20, 0.33, -0.05], [0.03, -0.34, -0.20], [0.05, -0.02, -0.09], [-0.19, 0.66, 0.69], [-0.79, -0.85, 0.12], [0.23, 0.24, -0.80], [0.67, -0.01, 0.56], [0.45, -0.38, 0.12], [0.05, 0.14, 0.93], [-0.27, -0.32, 0.17], [0.28, 0.85, 0.72], [0.10, -0.05, -0.55], [-0.16, -0.19, 0.14], [0.25, 0.88, 0.59], [0.15, -0.07, -0.38]]
}